Record 1
Entry from the OMol25 dataset: an isolated molecule of C4H7NO2 (the ωB97M-V functional and the def2-TZVPD basis).

```
14
Properties=species:S:1:pos:R:3:lowdin_charge:R:1
C 0.9266 -1.8062 1.1083 -0.0153
C 0.0879 -0.7099 0.5175 -0.4944
N -1.1679 -0.8701 0.5245 0.1607
O 0.8092 0.3568 0.0575 -0.0411
C 0.0392 1.4963 -0.2695 -0.1575
C -0.5926 1.3628 -1.6396 -0.2376
O -1.5147 2.0480 -2.0020 0.0668
H 1.8745 -1.4969 1.5582 0.0821
H 0.2691 -2.2640 1.8498 0.0820
H 1.1405 -2.5622 0.3456 0.0865
H -1.7378 -0.1861 0.0315 0.0493
H -0.7302 1.6797 0.4899 0.1378
H 0.7161 2.3560 -0.2819 0.1420
H -0.1200 0.5958 -2.2898 0.1387
```

Computed properties:
HOMO level   -10.21 eV
Frontier orbital gap   10.99 eV
Net charge   0
E   -9845.633 eV
Structure (SMILES)   [H]/N=C(/C)OCC=O
ΔE to the lowest compared entry with this formula, charge and spin   38.0 kcal/mol
M   101.105 g mol⁻¹



Record 2
Entry from the OMol25 dataset: the ion C6H13IN with charge +1 in a non-equilibrium geometry (the ωB97M-V functional and the def2-TZVPD basis).

```
21
Properties=species:S:1:pos:R:3:lowdin_charge:R:1
C -2.4919 -0.0455 -1.1503 0.0293
C -1.2510 0.2835 -1.4219 -0.2077
C -0.3001 -1.0121 1.9660 -0.0674
C 0.6211 -1.0235 0.7486 -0.2056
C -0.3049 1.0842 -0.3515 -0.6188
C 0.9138 0.3887 0.2390 -0.3992
N 2.0469 0.3547 -0.7483 0.1815
I 0.2639 3.0100 -1.2445 0.9432
H -3.0894 -0.5694 -1.8779 0.0753
H -2.9725 0.1844 -0.2152 0.0726
H -0.7732 0.0649 -2.3641 0.0876
H -1.2881 -0.6383 1.7133 0.0699
H -0.4135 -2.0225 2.3470 0.0889
H 0.1153 -0.3966 2.7609 0.0893
H 1.5646 -1.4890 1.0411 0.1213
H 0.1692 -1.6201 -0.0448 0.1189
H -0.9701 1.3421 0.4719 0.0753
H 1.2595 1.0038 1.0791 0.1537
H 2.0576 1.2922 -1.2190 0.0377
H 1.9018 -0.3778 -1.4533 0.1764
H 2.9411 0.1865 -0.2760 0.1779
```

Computed properties:
HOMO level   -13.38 eV
Frontier orbital gap   9.94 eV
Net charge   +1
E   -16016.494 eV
Structure (SMILES)   C=C[C@H](I)[C@H]([NH3+])CC
ΔE to the lowest compared entry with this formula, charge and spin   0.0 kcal/mol
M   226.081 g mol⁻¹



Record 3
Entry from the OMol25 dataset: a structure of composition C6H15F9HfN8O25S7 in a non-equilibrium geometry (the ωB97M-V functional and the def2-TZVPD basis).

```
71
Properties=species:S:1:pos:R:3:lowdin_charge:R:1
Hf 0.0329 0.2382 0.1135 1.9063
C 2.2203 -3.3136 -4.5443 -0.5726
F 2.3568 -3.3915 -5.8902 0.1261
F 1.1074 -3.9542 -4.1288 0.1466
F 3.3071 -3.7675 -3.8936 0.1467
S 1.9475 -1.4209 -4.3032 0.5669
O 3.2115 -0.6953 -4.2974 -0.1705
O 1.0520 -0.9674 -5.3339 -0.1409
O 1.2720 -1.2393 -2.9814 -0.2676
N 2.0289 2.9321 0.2904 -0.2535
S 2.8822 3.8017 -0.7268 0.4338
O 4.2077 3.2591 -1.0554 -0.2534
O 2.4980 5.1807 -0.8214 -0.2135
F 2.0554 3.2088 -1.9985 -0.2456
S 2.6956 4.0256 1.4794 0.5049
O 1.8577 5.1349 1.8457 -0.2313
O 4.1186 4.1825 1.5857 -0.2257
F 2.4818 3.0071 2.6744 -0.1974
N -2.3768 -2.0147 0.3079 -0.2855
S -3.2356 -3.0553 -0.8375 0.5037
O -4.5874 -2.6975 -1.2098 -0.2419
O -2.8195 -4.3984 -0.8910 -0.2366
F -2.3057 -2.4589 -2.0232 -0.2490
S -3.3528 -2.6887 1.3871 0.4135
O -2.9650 -3.9330 2.0069 -0.2406
O -4.6912 -2.1069 1.5996 -0.2595
F -2.6386 -1.7223 2.4121 -0.2670
N -1.7702 3.0255 -5.7259 -0.0988
S -2.5372 2.7342 -4.2325 0.6478
O -3.7593 3.4439 -3.7737 -0.2320
O -1.7438 2.1274 -3.1513 -0.2650
F -3.2264 1.3322 -4.7415 -0.1983
S -2.0234 4.5268 -5.5856 0.4768
O -1.3736 5.2378 -4.4957 -0.1812
O -3.3557 4.9167 -6.0552 -0.1762
F -1.1718 4.9105 -6.9008 -0.1717
C 6.0095 -1.1458 -0.6819 0.0569
N 4.9896 -0.6896 0.2994 -0.4132
O 3.7939 -0.6808 0.0044 -0.0148
O 5.3447 -0.4477 1.4604 0.0617
H 6.2852 -0.2363 -1.2157 0.1120
H 5.5607 -1.8240 -1.4076 0.0942
H 6.7938 -1.6970 -0.1631 0.1030
C -6.6049 2.0731 -0.3407 0.0652
N -5.3666 2.0727 0.5894 -0.4261
O -4.3529 1.5280 0.1785 0.0331
O -5.5731 2.4875 1.7088 0.0589
H -6.9621 3.0932 -0.4826 0.0924
H -7.3991 1.6770 0.2920 0.0917
H -6.3724 1.4893 -1.2313 0.0949
C 2.8322 -1.9033 5.3980 0.0586
N 1.6394 -1.1512 4.8876 -0.4145
O 1.4160 -0.9180 3.6576 -0.0336
O 0.8223 -0.8362 5.7078 0.0777
H 2.3790 -2.8349 5.7367 0.1059
H 3.2907 -1.2465 6.1373 0.1046
H 3.5515 -2.1714 4.6241 0.0936
C 1.9842 -6.2397 0.6700 0.0508
N 1.5669 -4.8904 1.0865 -0.4550
O 1.3189 -4.7405 2.2408 0.0848
O 1.3130 -4.0089 0.2484 0.0154
H 2.6896 -6.5236 1.4510 0.1017
H 2.5495 -6.0467 -0.2417 0.0948
H 1.1168 -6.8806 0.5125 0.1158
C -2.4912 2.5671 5.3069 0.0598
N -2.0041 3.0508 4.0046 -0.4629
O -1.4255 2.2779 3.2228 -0.0338
O -2.3888 4.0850 3.6116 0.1088
H -3.1562 3.3261 5.7189 0.1057
H -1.5834 2.3592 5.8732 0.1048
H -2.9666 1.6258 5.0309 0.1092
```

Computed properties:
HOMO level   -10.44 eV
Frontier orbital gap   1.94 eV
Net charge   0
E   -171142.651 eV
ΔE to the lowest compared entry with this formula, charge and spin   590.4 kcal/mol
M   1173.158 g mol⁻¹



Record 4
Entry from the OMol25 dataset: a cluster of 2 separate species, C16H18Cl2F8N4O7P in total in a non-equilibrium geometry (the ωB97M-V functional and the def2-TZVPD basis).

```
56
Properties=species:S:1:pos:R:3:lowdin_charge:R:1
C 1.6126 2.3227 -0.6701 0.2121
C 2.2400 1.4566 -0.1521 -0.1032
N 2.7929 0.4440 0.5817 0.0543
C 2.4424 -0.8349 0.9509 -0.2425
N 1.3142 -1.4420 0.6591 -0.0071
C 0.2007 -0.8780 -0.0771 -0.0668
C 0.3616 -0.8982 -1.6021 -0.4416
O -0.6045 -1.0583 -2.2687 0.1828
O 1.6134 -0.7390 -2.1817 0.0562
C 1.9704 -1.8677 -2.9869 -0.4452
C 2.9408 -2.8676 -2.3687 0.0313
O 1.5514 -2.0143 -4.0760 0.2023
C 1.1794 -2.8423 1.1302 -0.6304
Cl 0.3376 -3.8550 -0.0867 0.7683
C 0.5589 -2.9787 2.5332 -0.7232
C -0.5521 -1.9772 2.8626 -0.1065
Cl 1.7980 -2.9837 3.8376 0.6453
N 3.4777 -1.2980 1.6423 0.1818
C 4.4351 -0.4242 1.7367 -0.0328
N 4.0225 0.6766 1.0798 -0.0415
P 5.1503 2.0060 1.0149 0.4382
O 5.8942 1.9249 2.2432 -0.1902
O 4.4411 3.4322 0.9294 -0.0526
O 6.1530 1.7046 -0.1937 -0.0582
H 1.0507 3.0972 -1.1416 0.0684
H -0.7463 -1.3686 0.1263 0.1211
H 0.0365 0.1603 0.2390 0.1374
H 3.9719 -2.5253 -2.4859 0.0981
H 2.8221 -3.8087 -2.9030 0.1008
H 2.6940 -3.0388 -1.3182 0.0397
H 2.1782 -3.2778 1.1863 0.0890
H 0.1092 -3.9732 2.5725 0.0899
H -1.3649 -2.1325 2.1417 0.0862
H -0.9717 -2.2008 3.8425 0.0880
H -0.1678 -0.9551 2.8197 0.0808
H 5.3959 -0.5306 2.2152 0.1620
H 4.4756 3.7216 0.0021 0.0968
H 5.8594 2.0684 -1.0441 0.1010
C -5.3049 1.8144 -1.7875 -0.0317
C -4.0944 2.7722 -1.7621 -0.4413
C -2.7025 2.1402 -1.7014 -0.2937
F -2.5085 1.3961 -0.5954 0.0808
F -1.7388 3.1004 -1.6713 0.0760
F -4.2527 3.6610 -0.7584 0.1356
F -4.1416 3.4858 -2.9190 0.1151
O -5.9894 1.5488 -0.5620 0.0482
C -5.5334 0.5682 0.3045 -0.5337
C -5.0582 1.1436 1.6429 -0.2786
F -4.0822 2.0560 1.4728 0.0961
F -4.5533 0.1505 2.4152 0.0922
F -4.5940 -0.1953 -0.2909 0.1372
F -6.5790 -0.2417 0.5531 0.1566
H -6.0544 2.3244 -2.3917 0.1520
H -5.0841 0.8935 -2.3275 0.1469
H -2.5174 1.5160 -2.5806 0.1735
H -5.8860 1.6216 2.1692 0.1789
```

Computed properties:
HOMO level   -13.28 eV
Frontier orbital gap   9.38 eV
Net charge   +1
E   -93243.058 eV
M   632.205 g mol⁻¹



Record 5
Entry from the OMol25 dataset: an isolated molecule of C15H14N4O5 in a non-equilibrium geometry (the ωB97M-V functional and the def2-TZVPD basis).

```
38
Properties=species:S:1:pos:R:3:lowdin_charge:R:1
O -1.0104 3.3402 -6.8508 0.1119
O -0.7128 -1.1225 6.5753 0.0814
O 2.1751 0.5898 -1.2366 0.0149
O -1.1636 5.9349 -5.6880 0.1026
O 1.3468 -2.4664 8.0575 0.1143
N -0.6599 1.4634 -1.1555 0.0616
N 1.1374 -0.9413 1.8304 0.0943
C -1.1275 3.5274 -5.6245 -0.2917
C 0.3062 -1.7424 6.0765 -0.2923
C 1.3353 0.2684 -0.3563 -0.4574
C -1.1125 4.8471 -5.0703 -0.3153
C 1.2651 -2.4985 6.8060 -0.3406
C -0.9712 2.3371 -4.7046 0.0576
C 0.6412 -1.4790 4.7114 0.0540
C -0.8944 2.5293 -3.3623 -0.1840
C 1.7602 -1.9501 4.0166 -0.1555
C -0.4069 1.4484 -2.4898 -0.0433
C 2.0204 -1.5400 2.6687 -0.0760
N -0.0474 0.5270 -0.3205 0.0258
N 1.8195 -0.5547 0.6797 0.0168
C -0.8201 5.0999 -3.6018 -0.0801
C 2.2525 -3.3264 6.1364 -0.1246
C -1.3757 3.8540 -2.7135 -0.1017
C 2.7683 -2.7686 4.8090 -0.1268
H -0.8522 1.3824 -5.1965 0.1241
H -0.1301 -0.8897 4.3048 0.1106
H 0.3704 0.7659 -2.8515 0.1199
H 2.9434 -1.8404 2.1859 0.1170
H -0.4379 0.1252 0.5772 0.1505
H 2.8286 -0.6392 0.8064 0.1349
H -1.5053 5.9434 -3.3011 0.1282
H 0.3111 5.3315 -3.4141 0.1622
H 3.0983 -3.4846 6.8810 0.1569
H 1.7430 -4.2896 5.9004 0.1528
H -1.0734 3.9013 -1.6347 0.1118
H -2.4514 3.9155 -2.8246 0.1114
H 3.4758 -1.9763 5.2636 0.1628
H 3.2629 -3.5136 4.2188 0.1110
```

Computed properties:
HOMO level   -9.28 eV
Frontier orbital gap   7.08 eV
Net charge   0
E   -31973.568 eV
Structure (SMILES)   O=C(N/N=C/C1=CC(=O)C(=O)CC1)N/N=C/C1=CC(=O)C(=O)CC1
ΔE to the lowest compared entry with this formula, charge and spin   118.8 kcal/mol
M   330.300 g mol⁻¹



Record 6
Entry from the OMol25 dataset: a structure of composition C19H52O14S5Si2 (the ωB97M-V functional and the def2-TZVPD basis).

```
92
Properties=species:S:1:pos:R:3:lowdin_charge:R:1
C 5.3701 -4.9244 1.9273 -0.0737
C 4.4772 -4.2015 0.9108 -0.4169
C 3.0112 -4.5953 1.1091 -0.0751
C 4.9176 -4.4147 -0.5529 -0.1566
C 5.1378 -3.1085 -1.3192 -0.3555
C 5.0358 -3.3118 -2.8302 -0.0660
C 6.4630 -2.4582 -0.9121 -0.2236
O 6.2923 -1.0564 -0.7105 -0.2465
Si 6.9018 -0.2086 0.5402 0.4080
O 5.7867 0.8994 1.0163 -0.4402
Si 4.4698 0.6722 1.9714 0.1615
S 2.7640 1.6565 1.1785 0.4356
H 5.4246 -4.3758 2.8690 0.0744
H 6.3908 -5.0471 1.5603 0.0663
H 4.9788 -5.9188 2.1571 0.0756
H 4.5512 -3.1260 1.1129 0.1021
H 2.3454 -3.8557 0.6579 0.0796
H 2.7627 -4.6587 2.1704 0.0782
H 2.8073 -5.5616 0.6489 0.0514
H 4.1733 -5.0087 -1.0901 0.1148
H 5.8464 -4.9955 -0.5759 0.1163
H 4.3615 -2.3999 -1.0136 0.1383
H 5.5091 -4.2502 -3.1299 0.0814
H 5.5155 -2.4985 -3.3774 0.0787
H 3.9950 -3.3534 -3.1535 0.0787
H 7.2127 -2.5960 -1.6964 0.1266
H 6.8500 -2.9206 0.0032 0.0984
H 7.1768 -1.1527 1.6526 0.0059
H 8.1140 0.5359 0.1637 -0.0140
H 4.2002 -0.7765 2.0915 -0.0352
H 4.7129 1.2812 3.2893 -0.0464
H 2.3006 0.5875 0.5190 -0.1896
O -0.5059 2.2269 -0.7812 -0.2766
S -1.0645 3.4751 -0.3578 0.5491
O -2.4624 3.7045 -0.5903 -0.2942
O -0.2266 4.6674 -0.9613 -0.2649
C -0.0078 4.6904 -2.4049 -0.2243
C -1.2210 5.1705 -3.1664 -0.0625
C -0.6970 3.7684 1.3344 -0.1099
H 0.3156 3.6960 -2.7121 0.1156
H 0.8288 5.3759 -2.5141 0.1240
H -2.0531 4.4740 -3.0843 0.0750
H -0.9526 5.2678 -4.2191 0.0858
H -1.5446 6.1470 -2.8043 0.0807
H 0.3659 3.6056 1.4928 0.0428
H -1.2844 3.0507 1.9037 0.0820
H -0.9884 4.7860 1.5829 0.0739
O -2.8988 8.8667 -1.1858 -0.2807
S -3.4742 8.3684 0.0293 0.5641
O -4.6797 8.9641 0.5155 -0.2722
O -2.3603 8.4019 1.1638 -0.2717
C -1.6403 9.6514 1.3471 -0.2464
C -2.4620 10.7023 2.0576 -0.0725
C -3.6524 6.6271 -0.0560 -0.1221
H -1.2949 9.9910 0.3703 0.1121
H -0.7745 9.3569 1.9364 0.1198
H -3.3095 11.0235 1.4556 0.0730
H -1.8264 11.5665 2.2564 0.0819
H -2.8390 10.3204 3.0059 0.0850
H -2.7181 6.1982 -0.4035 0.0409
H -4.4522 6.4193 -0.7644 0.0885
H -3.9170 6.2523 0.9294 0.0811
O 1.5397 -7.6063 0.8136 -0.2837
S 0.9768 -8.9244 0.8530 0.5617
O 0.2412 -9.3901 -0.2811 -0.2705
O 0.1046 -9.0632 2.1665 -0.2654
C -0.8711 -8.0155 2.4341 -0.2394
C -2.0923 -8.1158 1.5502 -0.0713
C 2.2131 -10.1013 1.2693 -0.1200
H -0.3690 -7.0529 2.3360 0.1119
H -1.1204 -8.1714 3.4810 0.1216
H -1.8497 -7.9274 0.5062 0.0737
H -2.8210 -7.3735 1.8787 0.0830
H -2.5431 -9.1048 1.6262 0.0858
H 2.7549 -9.7484 2.1420 0.0752
H 2.8706 -10.1697 0.4053 0.0775
H 1.7310 -11.0567 1.4574 0.0761
O -7.6365 2.0118 0.1674 -0.2802
S -6.7149 2.1024 -0.9268 0.5618
O -6.8369 3.2028 -1.8343 -0.2780
O -6.7436 0.7340 -1.7289 -0.2668
C -8.0456 0.2225 -2.1243 -0.2448
C -8.6384 0.9733 -3.2945 -0.0729
C -5.0621 2.0059 -0.3500 -0.1303
H -8.6980 0.2414 -1.2511 0.1121
H -7.8388 -0.8144 -2.3795 0.1205
H -8.8773 2.0018 -3.0319 0.0727
H -9.5551 0.4691 -3.6040 0.0816
H -7.9453 0.9849 -4.1352 0.0850
H -4.9754 1.1619 0.3286 0.0786
H -4.8616 2.9429 0.1633 0.0640
H -4.3942 1.9077 -1.2004 0.0712
```

Computed properties:
HOMO level   -10.05 eV
Frontier orbital gap   10.40 eV
Net charge   0
E   -119145.305 eV
ΔE to the lowest compared entry with this formula, charge and spin   0.0 kcal/mol
M   721.118 g mol⁻¹